# 1
The following is a DFT calculation (ωB97M-V/def2-TZVPD) of a 5-piece molecular cluster, C2H15NO4 overall at a distorted geometry.

Structure (XYZ):
```
22
Properties=species:S:1:pos:R:3:mulliken_charge:R:1
C 2.7426 0.7670 1.3269 -0.80
C 1.3661 0.1857 1.7535 -0.51
N 0.3013 1.2001 1.7523 -0.65
H 2.6982 1.3440 0.4148 0.17
H 3.4124 -0.1113 1.4246 0.31
H 2.9913 1.4760 2.1740 0.24
H 1.4498 -0.2053 2.7759 0.44
H 1.0202 -0.7390 1.2430 0.30
H 0.1530 1.4275 2.7373 0.30
H -0.6177 0.7510 1.6285 0.21
O 0.3771 1.8036 -1.4931 -0.71
H 1.1353 2.3202 -1.1917 0.31
H 0.1149 1.3821 -0.6590 0.36
O -2.0209 -2.3627 -1.3708 -0.66
H -1.1963 -1.9396 -1.6273 0.38
H -2.6706 -2.5565 -2.0481 0.29
O -2.1646 -0.8005 1.3017 -0.63
H -1.9012 -1.1309 0.4319 0.32
H -2.8429 -1.4541 1.5073 0.30
O -0.0188 -0.4729 -2.5883 -0.69
H -0.1037 -0.5420 -3.5382 0.28
H 0.3038 0.4472 -2.3670 0.44
```

- SMILES = CCN.O.O.O.O
- total charge = 0
- Kohn-Sham gap (hartree) = 0.3852
- M (g/mol) = 117.14
- ΔE to the lowest compared entry with this formula, charge and spin (eV) = 0.889
- spin multiplicity = 1

=====

# 2
The following is a DFT calculation (ωB97M-V/def2-TZVPD) of a 2-piece molecular cluster, C3H3Cl3 overall at a distorted geometry.

Structure (XYZ):
```
9
Properties=species:S:1:pos:R:3:mulliken_charge:R:1
C 0.0061 0.9387 -0.9298 -0.45
C 0.6496 -1.7128 0.7459 0.28
C -1.0338 1.6461 -0.6480 -0.38
Cl 0.1229 -3.2950 0.8497 -0.10
Cl 2.3146 -1.3835 0.4928 -0.09
Cl 0.1788 -0.6941 2.1345 -0.12
H 0.6489 0.3893 -1.5861 0.39
H -0.9929 2.3342 0.2444 0.21
H -1.8942 1.7771 -1.3034 0.25
```

- total charge = 0
- Kohn-Sham gap (spin up / spin down) (hartree) = 0.3448 / 0.2606
- M (g/mol) = 145.42
- ΔE to the lowest compared entry with this formula, charge and spin (eV) = 4.690
- spin multiplicity = 1

=====

# 3
The following is a DFT calculation (ωB97M-V/def2-TZVPD) of C12H22B2F4N4O5Ru as an isolated structure.

Structure (XYZ):
```
50
Properties=species:S:1:pos:R:3:mulliken_charge:R:1
Ru -0.1257 -0.1361 -0.4762 0.38
C 3.7286 -1.8632 -1.5818 -1.37
C 2.3023 -1.6191 -1.3295 0.19
N 1.8621 -0.5182 -0.6668 0.77
O 2.6081 0.3604 -0.2086 -0.52
B 1.6715 2.6810 -1.5396 0.70
F 1.5916 1.7177 -2.4469 -0.20
F 2.6699 3.4913 -1.4291 -0.11
O 0.6126 2.8340 -0.6381 -0.62
N -0.3869 1.8936 -0.7442 0.55
C -1.5336 2.3085 -1.1915 0.34
C -1.8666 3.7077 -1.5097 -1.56
C -2.5471 1.2114 -1.3648 0.34
N -2.0644 0.0613 -1.0286 0.53
O -2.8274 -1.0231 -1.1631 -0.42
B -2.2039 -2.2283 -0.5713 0.53
F -1.4785 -1.8065 0.6062 -0.28
F -3.0529 -3.2130 -0.4196 -0.19
O -1.0238 -2.7201 -1.5198 -0.33
N 0.0446 -2.0222 -1.3507 0.58
C 1.2268 -2.4910 -1.7227 0.44
C 1.4088 -3.7823 -2.4206 -1.39
C -3.9171 1.3942 -1.8812 -1.33
H 4.3535 -1.0693 -1.1839 0.41
H 3.8975 -1.9605 -2.6603 0.40
H 4.0186 -2.8238 -1.1417 0.40
H -1.0865 4.3970 -1.2051 0.39
H -2.8091 3.9697 -1.0219 0.48
H -2.0411 3.8010 -2.5886 0.43
H 0.5252 -4.4081 -2.3250 0.45
H 2.2862 -4.3057 -2.0411 0.41
H 1.5769 -3.5903 -3.4869 0.35
H -4.2038 2.4383 -1.9472 0.44
H -4.6244 0.8432 -1.2566 0.40
H -3.9792 0.9387 -2.8766 0.36
C -1.8874 0.4368 2.9706 -0.96
C -0.7556 -0.4084 3.5089 -0.21
O 0.4593 -0.1821 2.8015 -0.11
C 1.6810 -0.2495 3.5228 -0.25
C 2.4051 1.1099 3.3866 -0.98
H -2.8333 -0.0260 3.2472 0.41
H -1.8530 0.5121 1.8812 0.11
H -1.8392 1.4386 3.3963 0.39
H -0.9508 -1.4886 3.3249 0.28
H -0.5779 -0.3003 4.5811 0.56
H 2.2749 -1.0238 3.0172 0.28
H 1.5001 -0.5272 4.5591 0.51
H 2.6916 1.3142 2.3585 0.23
H 3.2981 1.0177 4.0063 0.42
H 1.7741 1.9083 3.7713 0.36
```

- total charge = +3
- Kohn-Sham gap (spin up / spin down) (hartree) = 0.3096 / 0.2172
- M (g/mol) = 501.02
- spin multiplicity = 6
- expectation value of S² = 8.832

=====

# 4
The following is a DFT calculation (ωB97M-V/def2-TZVPD) of C27H24N8OZn as an isolated structure at a distorted geometry.

Structure (XYZ):
```
61
Properties=species:S:1:pos:R:3:mulliken_charge:R:1
Zn 12.1474 19.6140 8.6707 -0.05
N 16.0012 20.7690 10.7331 -0.03
C 14.6998 20.6301 10.4035 -0.29
N 14.1907 19.9967 9.3403 -0.24
C 15.1268 19.7629 8.3761 0.44
N 14.7163 19.4085 7.1656 -0.83
N 13.4114 19.3967 7.0883 0.46
C 12.6604 19.4023 5.9532 -0.13
C 11.2690 19.6134 6.0277 0.87
C 10.5949 19.9156 4.8242 -0.88
C 9.2594 20.1493 4.8898 -0.26
C 8.5887 20.2808 6.1383 -0.60
C 9.3488 20.1313 7.3004 -0.06
N 10.7328 19.9086 7.2623 0.03
C 16.5228 19.9866 8.5320 0.77
C 17.4576 19.7269 7.5099 -0.48
C 18.7238 20.2516 7.5823 -0.56
C 19.2610 20.7136 8.8446 -0.47
C 18.3051 20.8669 9.8863 -0.56
C 16.9561 20.5646 9.7300 0.07
H 16.2663 20.8573 11.7032 0.28
H 13.9726 21.0816 11.0732 0.42
H 13.1266 19.2690 4.9292 0.31
H 11.1244 19.8626 3.9142 0.41
H 8.6710 20.2244 3.9964 0.45
H 7.5168 20.4073 6.1813 0.41
H 8.8990 20.2690 8.2946 0.42
H 17.1018 19.2360 6.6707 0.58
H 19.3775 20.2280 6.6578 0.35
H 20.3141 21.0872 8.9572 0.36
H 18.5244 21.3868 10.7794 0.42
C 9.4946 9.0072 10.1579 -1.26
C 9.5982 10.0707 9.1631 1.03
C 10.5902 9.9632 8.0965 -0.68
C 10.7083 10.9749 7.1948 -0.43
C 10.0305 12.2028 7.3323 -0.90
N 10.1900 13.4112 6.5957 -0.03
C 10.8923 14.4744 7.1231 0.50
O 11.0381 15.5123 6.5122 -0.67
N 11.5430 14.2073 8.3456 -0.11
C 11.7455 15.2288 9.3577 0.03
C 11.4943 15.0705 10.7254 -0.56
C 11.4284 16.2297 11.4212 -0.52
C 11.7687 17.4514 10.8784 -0.02
N 12.0570 17.6849 9.6018 0.01
C 12.1385 16.4942 8.8598 -0.42
C 8.9584 12.1683 8.2903 0.40
C 8.7762 11.1964 9.2196 -0.73
H 10.2186 8.2093 9.8673 0.32
H 8.4551 8.6548 10.2227 0.34
H 9.7221 9.3903 11.1156 0.32
H 11.1848 9.0516 8.1395 0.31
H 11.4303 10.9532 6.4160 0.47
H 9.9819 13.5192 5.6080 0.28
H 11.3117 13.3166 8.7072 0.27
H 11.1720 14.0705 11.0154 0.45
H 11.0902 16.2754 12.4469 0.37
H 11.7674 18.3201 11.6105 0.32
H 12.4895 16.6009 7.8099 0.53
H 8.1898 13.0221 8.1882 0.29
H 7.9705 11.2067 9.9657 0.43
```

- total charge = +2
- Kohn-Sham gap (hartree) = 0.2047
- M (g/mol) = 541.93
- spin multiplicity = 1

=====

# 5
The following is a DFT calculation (ωB97M-V/def2-TZVPD) of one molecule with the formula C19H22N2O4S at a distorted geometry.

Structure (XYZ):
```
48
Properties=species:S:1:pos:R:3:mulliken_charge:R:1
C -6.4174 -1.1483 1.9017 -1.17
C -4.9925 -0.7320 1.7693 0.51
C -4.0735 -0.9552 2.7508 -0.76
C -2.7194 -0.5065 2.3272 -0.45
C -2.6839 0.1333 1.1016 0.07
C -1.5149 0.8008 0.4704 1.29
C -1.5986 1.6219 -0.6732 -0.84
C -0.4289 2.0916 -1.2996 -0.37
C 0.8239 1.9316 -0.7119 0.70
C 2.0277 2.5140 -1.4415 -1.24
C 2.3121 1.8297 -2.8049 -0.65
C 2.8503 0.4610 -2.5899 0.39
O 3.9991 0.3036 -2.1474 -0.71
N 1.9804 -0.5952 -2.6976 -0.09
C 2.3317 -2.0205 -2.4636 0.34
C 1.0306 -2.8497 -2.4096 -1.39
C 0.1309 -2.4893 -1.2145 0.25
C 0.6890 -2.9765 0.1426 0.44
O 0.7297 -2.1634 1.0710 -0.52
O 1.0674 -4.2748 0.2788 -0.48
C 3.2992 -2.6069 -3.5506 0.15
N 4.6288 -2.2480 -3.6247 -0.37
O 2.9643 -3.4097 -4.3932 -0.64
C 0.9110 1.2596 0.5042 -0.56
C -0.2409 0.6704 1.0926 -0.64
S -4.3005 -0.0117 0.3319 -0.23
H -6.4620 -2.1205 1.3530 0.26
H -6.9838 -0.3904 1.3852 0.33
H -6.8162 -1.2845 2.9080 0.36
H -4.3127 -1.4532 3.6648 0.39
H -1.8658 -0.6068 2.9974 0.39
H -2.5781 1.7875 -1.0808 0.39
H -0.5535 2.6197 -2.2495 0.34
H 2.9142 2.3551 -0.7892 0.37
H 1.8746 3.5997 -1.5658 0.39
H 3.0544 2.4092 -3.3800 0.38
H 1.4172 1.8173 -3.4384 0.42
H 1.0174 -0.3858 -2.8551 0.36
H 2.7943 -2.1069 -1.4798 0.30
H 0.4539 -2.7043 -3.3610 0.43
H 1.2601 -3.9098 -2.2961 0.43
H -0.8247 -2.9601 -1.3379 0.48
H -0.0332 -1.4464 -1.1986 -0.34
H 1.4892 -4.3243 1.1488 0.37
H 4.9611 -1.4257 -3.0946 0.28
H 5.1411 -2.5754 -4.4436 0.25
H 1.8975 1.0915 0.9357 0.31
H -0.1289 0.0588 1.9810 0.06
```

- SMILES = Cc1ccc(-c2ccc(CCC(=O)N[C@@H](CCC(=O)O)C(N)=O)cc2)s1
- total charge = 0
- Kohn-Sham gap (hartree) = 0.3089
- M (g/mol) = 374.46
- ΔE to the lowest compared entry with this formula, charge and spin (eV) = 0.295
- spin multiplicity = 1

=====

# 6
The following is a DFT calculation (ωB97M-V/def2-TZVPD) of C5H6O as an isolated structure at a distorted geometry.

Structure (XYZ):
```
12
Properties=species:S:1:pos:R:3:mulliken_charge:R:1
C -0.0033 0.3981 1.9524 -0.16
C 0.0106 -0.6829 1.3932 -0.57
C 0.1936 -1.1093 -0.0207 0.10
C -0.7397 -0.2207 -0.8925 -0.48
C 0.4494 0.7447 -0.7461 -0.27
O 1.3224 -0.3661 -0.5597 -0.42
H -0.0907 1.2306 2.6035 0.44
H 0.2968 -2.1770 -0.2103 0.43
H -0.8725 -0.6767 -1.8800 0.25
H -1.6908 0.1202 -0.4832 0.26
H 0.3408 1.2386 0.3000 0.09
H 0.7832 1.5006 -1.4566 0.34
```

- total charge = 0
- Kohn-Sham gap (hartree) = 0.3908
- M (g/mol) = 82.10
- ΔE to the lowest compared entry with this formula, charge and spin (eV) = 4.016
- spin multiplicity = 1